DFT (ωB97M-V/def2-TZVPD) results for an isolated molecule of C4H5BrO at a distorted geometry.

- Structure (SMILES): CC#C[C@H](O)Br
- HOMO level: -9.723 eV
- Strongest force on any atom: 3.656 eV/A
- ΔE to the lowest compared entry with this formula, charge and spin: 37.75 kcal per mole
- Frontier orbital gap: 10.2433 eV
- LUMO energy: 0.52 eV
- Multiplicity: 1

Each line ends with the Löwdin charge.
Geometry (Å):
C: 1.7659 -1.5929 -0.4812  -0.0913
C: 0.7150 -0.6698 -0.2670  -0.0797
C: -0.1114 0.1366 0.1051  -0.0483
C: -1.1705 1.0905 0.3751  -0.7184
O: -2.4712 0.5905 0.4617  -0.0823
Br: -0.9055 2.7324 -0.8540  0.5403
H: 2.6639 -1.0936 0.0232  0.1239
H: 1.6857 -2.5413 -0.0504  0.0627
H: 1.8741 -1.6632 -1.5344  0.0732
H: -1.0383 1.6617 1.2441  0.0449
H: -3.0077 1.3491 0.9778  0.1750

DFT (ωB97M-V/def2-TZVPD) results for the ion C4H5N6 with charge -1 at a distorted geometry.

- Charge: -1
- HOMO level: -2.815 eV
- Strongest force on any atom: 4.283 eV/A
- ΔE to the lowest compared entry with this formula, charge and spin: 83.62 kcal per mole
- Frontier orbital gap: 6.8015 eV
- LUMO energy: 3.99 eV
- Multiplicity: 1

Each line ends with the Löwdin charge.
Geometry (Å):
C: 0.8318 -1.0886 -0.5629  -0.2201
C: 1.0615 -0.0062 0.0854  -0.4471
C: -2.1232 1.0253 -0.6753  -0.1787
C: 2.4047 0.3301 0.5575  -0.1056
N: 0.1550 1.0428 -0.2416  0.0004
N: -1.4790 -0.3716 0.8780  0.0063
N: -3.1744 0.2717 -0.2504  -0.0827
N: -2.7621 -0.4818 0.6963  -0.1522
N: -1.0605 0.6338 0.0388  -0.2399
N: 0.3271 -2.1733 -0.9343  0.0707
H: 3.0603 -0.6076 0.7209  0.0972
H: 3.0790 0.8015 -0.1881  0.0614
H: 2.4034 1.1242 1.3021  0.0559
H: -2.3389 1.9033 -1.2477  0.0847
H: -0.3849 -2.4036 -0.1788  0.0497

DFT (ωB97M-V/def2-TZVPD) results for a structure of composition C3H4LiO4Sm at a distorted geometry.

- Charge: +3
- HOMO level (alpha / beta): -19.819 / -19.819 eV
- Strongest force on any atom: 3.452 eV/A
- ΔE to the lowest compared entry with this formula, charge and spin: 88.47 kcal per mole
- Frontier orbital gap (alpha / beta): 7.6327 / 7.8301 eV
- LUMO energy (alpha / beta): -12.19 / -11.99 eV
- Multiplicity: 7

Each line ends with the Löwdin charge.
Geometry (Å):
O: 0.3126 0.5969 -0.7404  0.1737
C: 1.3239 -0.1220 -0.1230  -0.6764
C: -0.9645 0.4405 -0.4441  -0.3334
O: 2.4371 0.1576 -0.6059  -0.1137
O: 1.0156 -0.9635 0.7129  -0.0216
C: -1.7861 1.2139 0.3126  0.1617
Sm: 5.0477 0.1334 -0.5675  1.9164
H: -2.7859 1.4164 -0.0689  0.1297
H: -1.3075 2.0538 0.8168  0.1174
Li: 1.6635 -1.9966 2.0972  0.8970
O: -1.4940 -0.8594 -0.4675  0.1818
H: -1.0215 -1.4869 -1.0561  0.2192
H: -2.4409 -0.5840 0.1339  0.3482

DFT (ωB97M-V/def2-TZVPD) results for a structure of composition C24H38AsIrN2O7PSSe2 at a distorted geometry.

- Charge: +2
- HOMO level (alpha / beta): -13.399 / -13.393 eV
- Strongest force on any atom: 5.362 eV/A
- ΔE to the lowest compared entry with this formula, charge and spin: 50.57 kcal per mole
- Frontier orbital gap (alpha / beta): 6.8738 / 5.9994 eV
- LUMO energy (alpha / beta): -6.53 / -7.39 eV
- Multiplicity: 2

Each line ends with the Löwdin charge.
Geometry (Å):
Ir: 0.1192 -0.0967 -0.6345  1.1900
C: 3.6744 0.9295 -3.0602  0.0267
N: 2.5274 1.8094 -3.3208  -0.0882
C: 2.5905 2.6437 -4.5260  0.0060
C: 1.5232 1.8455 -2.4848  -0.3480
O: 1.5913 1.2313 -1.3693  -0.2486
C: 0.2970 2.6746 -2.8193  -0.0776
O: -0.8008 2.1077 -2.1538  -0.1786
C: -1.5205 2.8905 -1.2435  -0.0967
C: -1.1612 2.5427 0.1961  -0.3468
O: -0.4288 1.5645 0.5038  -0.2665
N: -1.6510 3.3124 1.1483  -0.0982
C: -1.3265 3.0568 2.5564  0.0186
C: -2.4858 4.4833 0.8751  -0.0017
H: 4.4844 1.4884 -2.5921  0.1141
H: 4.0167 0.5261 -4.0103  0.1078
H: 3.3696 0.1203 -2.4054  0.0818
H: 3.6356 2.8032 -4.7750  0.1067
H: 2.1327 3.6158 -4.3634  0.0979
H: 2.1051 2.1487 -5.3680  0.1129
H: 0.0964 2.6674 -3.8912  0.1403
H: 0.4880 3.7068 -2.5048  0.1577
H: -2.5793 2.6602 -1.3816  0.1346
H: -1.3692 3.9571 -1.4228  0.1430
H: -0.5347 2.3187 2.6245  0.0809
H: -2.2080 2.6848 3.0785  0.1102
H: -0.9998 3.9860 3.0203  0.1088
H: -3.1782 4.3010 0.0571  0.0944
H: -1.8780 5.3600 0.6460  0.1116
H: -3.0706 4.6977 1.7649  0.1056
Se: 2.0535 0.1419 1.0869  0.6408
P: 0.8684 -1.0888 2.4298  0.3256
Se: -1.0850 -1.1311 1.4783  0.6991
C: 1.6142 -2.7195 2.5361  -0.3966
C: 0.9110 -3.8535 2.1434  -0.0952
C: 1.5330 -5.0942 2.1982  -0.0566
C: 2.8435 -5.1964 2.6356  -0.0515
C: 3.5488 -4.0588 3.0149  -0.0535
C: 2.9407 -2.8186 2.9604  -0.0895
C: 0.7829 -0.3507 4.0636  -0.4040
C: 1.9440 0.1703 4.6357  -0.0957
C: 1.8904 0.7454 5.8942  -0.0517
C: 0.6809 0.8159 6.5741  -0.0500
C: -0.4766 0.3108 5.9995  -0.0579
C: -0.4294 -0.2764 4.7435  -0.1038
H: -0.1082 -3.7689 1.7911  0.0687
H: 0.9899 -5.9817 1.9013  0.1145
H: 3.3245 -6.1647 2.6772  0.1163
H: 4.5750 -4.1407 3.3473  0.1165
H: 3.5009 -1.9346 3.2396  0.0975
H: 2.8851 0.1418 4.0986  0.0938
H: 2.7907 1.1426 6.3432  0.1174
H: 0.6412 1.2697 7.5555  0.1173
H: -1.4177 0.3731 6.5295  0.1154
H: -1.3335 -0.6775 4.3018  0.0787
C: -3.1937 -2.4938 -2.5667  -0.1749
As: -2.9501 -0.6148 -2.3140  1.0662
C: -4.6978 -0.0302 -1.7849  -0.1895
C: -2.6133 0.3266 -3.9411  -0.1784
O: -2.0277 -0.1181 -0.9589  -0.6817
H: -4.2179 -2.6402 -2.9056  0.0556
H: -3.0361 -2.9824 -1.6080  0.0518
H: -2.4909 -2.8766 -3.2992  0.0405
H: -5.4051 -0.1210 -2.6084  0.0552
H: -4.6490 1.0057 -1.4550  0.0352
H: -5.0283 -0.6480 -0.9515  0.0532
H: -3.2937 -0.0640 -4.6972  0.0615
H: -1.5831 0.1790 -4.2485  0.0294
H: -2.8239 1.3793 -3.7694  0.0424
C: 0.9311 -3.8080 -2.7983  -0.1008
S: 0.3409 -2.3268 -2.0624  0.3750
O: 1.5274 -1.5702 -1.5332  -0.4336
O: -0.4986 -2.6553 -0.9158  -0.4495
O: -0.3502 -1.5505 -3.0903  -0.3948
H: 1.8087 -4.1352 -2.2439  0.0817
H: 1.1844 -3.5966 -3.8344  0.0799
H: 0.1399 -4.5513 -2.7373  0.0815

DFT (ωB97M-V/def2-TZVPD) results for a cluster of 11 separate species, C6H36N2O10 in total at a distorted geometry.

- Structure (SMILES): CCCN[C@@H](C)CN.O.O.O.O.O.O.O.O.O.O
- HOMO level: -9.234 eV
- Strongest force on any atom: 2.901 eV/A
- ΔE to the lowest compared entry with this formula, charge and spin: 60.26 kcal per mole
- Frontier orbital gap: 9.3859 eV
- LUMO energy: 0.15 eV
- Multiplicity: 1

Each line ends with the Löwdin charge.
Geometry (Å):
C: -2.6031 -1.4341 -0.3579  -0.1073
C: -2.2469 -0.1232 -1.1255  -0.2059
C: -1.1899 0.7301 -0.4436  -0.2081
N: -0.1277 1.0380 -1.3964  -0.0520
C: 1.2298 0.6611 -1.0262  -0.3932
C: 1.4092 -0.8570 -0.8523  -0.0555
C: 2.2760 1.1850 -2.0311  -0.2458
N: 2.1609 2.5854 -2.3631  0.0077
H: -1.7574 -1.9415 0.0886  0.0303
H: -3.2389 -1.3125 0.5302  0.0647
H: -3.0642 -2.1508 -1.0499  0.0751
H: -2.0954 -0.5069 -2.1412  0.0896
H: -3.1943 0.4367 -1.0791  0.1037
H: -0.6605 0.2290 0.3681  0.0884
H: -1.7723 1.5904 -0.0618  0.0977
H: -0.3330 0.6447 -2.3085  0.1153
H: 1.4382 1.1052 -0.0280  0.1338
H: 2.2660 -1.2218 -0.2792  0.0950
H: 0.5985 -1.3024 -0.2345  0.0652
H: 1.1836 -1.3493 -1.7944  0.0578
H: 3.2522 1.0493 -1.5622  0.1195
H: 2.2201 0.5652 -2.9351  0.1191
H: 1.2175 2.8080 -2.6362  0.0345
H: 2.3819 3.1839 -1.5796  0.0689
O: -0.3687 4.1828 -1.2490  -0.0645
H: -0.0707 3.2464 -1.3203  0.0114
H: -1.0804 4.2664 -1.8892  0.0593
O: -1.2890 -2.5001 -3.5352  -0.0564
H: -0.9463 -2.6436 -2.6444  0.0172
H: -0.8884 -3.2439 -4.0015  0.0462
O: 1.1416 1.7429 2.8411  -0.0673
H: 0.9484 2.5622 2.3419  0.0081
H: 1.9900 1.3910 2.5526  0.0532
O: 2.4876 -3.6719 -1.8522  -0.0706
H: 1.7562 -3.0825 -2.0531  -0.0182
H: 2.2649 -3.9043 -0.9384  0.0034
O: 0.5264 4.2792 1.9742  -0.0594
H: -0.2048 4.6750 2.4571  0.0522
H: 0.1067 4.2829 1.1030  0.0094
O: -1.9136 -2.6495 2.2974  -0.0834
H: -2.8467 -2.4972 2.4639  0.0579
H: -1.4973 -1.8148 2.6113  0.0176
O: 0.4248 -3.8712 3.1231  -0.0651
H: 1.0309 -3.1647 3.3396  0.0417
H: -0.4994 -3.6738 2.8905  0.0124
O: -0.2978 -0.5219 2.7600  -0.0608
H: 0.3348 -0.8989 3.3748  0.0477
H: -0.1748 0.4444 2.7582  0.0263
O: 0.7795 -4.0579 0.5329  -0.0803
H: -0.1914 -4.0018 0.5371  0.0384
H: 0.9784 -4.4641 1.4043  0.0346
O: -1.8649 4.1071 0.9982  -0.0630
H: -1.6313 3.5771 0.2343  -0.0061
H: -2.7487 4.4746 1.0445  0.0598

DFT (ωB97M-V/def2-TZVPD) results for a structure of composition C27H63B3IN7O10.

- HOMO level: -9.251 eV
- Strongest force on any atom: 0.904 eV/A
- Frontier orbital gap: 9.5319 eV
- LUMO energy: 0.28 eV
- Multiplicity: 1

Each line ends with the Löwdin charge.
Geometry (Å):
C: 4.8687 -0.6305 3.3333  -0.1174
C: 3.6745 -1.4362 2.8201  -0.2531
C: 2.8291 -2.0285 3.9731  -0.0638
B: 1.5410 -2.6521 3.3687  -0.5562
O: 1.5815 -3.8461 2.6295  0.2257
B: 0.3106 -4.3786 2.4670  -0.3374
O: -0.6752 -3.5570 1.9639  0.2482
B: -0.5177 -2.2314 2.3534  -0.7401
C: -1.1564 -1.0319 1.5796  -0.5627
I: 0.2230 -0.8195 -0.0719  0.9530
C: -1.2340 0.2720 2.3625  -0.3092
C: -2.2960 0.1783 3.4783  -0.0780
O: 0.3062 -2.0137 3.4483  0.2749
H: 5.7453 -1.2579 3.5055  0.0701
H: 5.1347 0.1495 2.6174  0.0611
H: 4.6043 -0.1163 4.2577  0.0612
H: 3.0524 -0.8112 2.1737  0.0881
H: 4.0299 -2.2720 2.2083  0.1114
H: 3.4345 -2.7844 4.4868  0.1141
H: 2.5910 -1.2337 4.6833  0.1105
H: 0.0563 -5.4732 2.8585  0.1183
H: -2.1103 -1.2816 1.1150  0.0867
H: -0.2536 0.5067 2.7827  0.0955
H: -1.4907 1.0932 1.6897  0.0942
H: -3.1054 0.8719 3.2593  0.0468
H: -2.6843 -0.8360 3.6077  0.0800
H: -1.8415 0.4731 4.4287  0.0677
C: -4.5724 2.0410 -0.5248  -0.0136
C: -4.9531 1.3418 0.7552  -0.5354
O: -4.5618 1.7120 1.8526  0.0146
N: -5.7598 0.2505 0.6500  0.0091
C: -6.3004 -0.3431 -0.5544  -0.0771
H: -3.9241 2.8770 -0.2802  0.0868
H: -4.0450 1.3736 -1.2060  0.0587
H: -5.4569 2.4140 -1.0431  0.0867
H: -5.9900 -0.1703 1.5365  0.1383
H: -7.3920 -0.3312 -0.5427  0.0816
H: -5.9686 -1.3772 -0.6641  0.0820
H: -5.9616 0.2105 -1.4247  0.0711
C: 1.3847 3.4830 4.1471  -0.0066
C: 2.5033 2.7676 3.4247  -0.5339
O: 2.7020 1.5733 3.5709  0.0389
N: 3.2871 3.5047 2.5935  0.0116
C: 3.1974 4.9174 2.2954  -0.0789
H: 0.8645 2.7527 4.7592  0.0798
H: 1.7719 4.2767 4.7872  0.0840
H: 0.6798 3.9244 3.4416  0.0861
H: 4.0108 2.9676 2.1420  0.1384
H: 3.0179 5.0835 1.2318  0.0834
H: 4.1154 5.4370 2.5756  0.0828
H: 2.3762 5.3628 2.8482  0.0707
C: -4.2703 3.4950 -4.6323  0.0003
C: -3.5395 2.1827 -4.4841  -0.5456
O: -3.4356 1.6160 -3.4050  0.0131
N: -2.9863 1.6484 -5.6007  0.0166
C: -3.0096 2.1698 -6.9523  -0.0716
H: -4.6459 3.7825 -3.6549  0.0777
H: -3.5935 4.2677 -5.0004  0.0862
H: -5.1072 3.4045 -5.3260  0.0843
H: -2.4996 0.7818 -5.4327  0.1380
H: -3.4800 1.4503 -7.6250  0.0816
H: -1.9952 2.3692 -7.3004  0.0749
H: -3.5668 3.0997 -6.9880  0.0746
C: 0.2904 2.5918 -4.2402  -0.0078
C: 0.3883 3.4279 -5.4951  -0.5583
O: -0.4301 4.2997 -5.7564  0.0108
N: 1.4211 3.1731 -6.3341  0.0161
C: 2.4756 2.1819 -6.2084  -0.0692
H: -0.5819 2.9146 -3.6793  0.0775
H: 0.1792 1.5347 -4.4848  0.0827
H: 1.1790 2.7155 -3.6201  0.0843
H: 1.4324 3.7684 -7.1472  0.1261
H: 3.4511 2.6711 -6.1803  0.0862
H: 2.4532 1.5026 -7.0580  0.0532
H: 2.3494 1.6201 -5.2879  0.0720
C: -4.1626 -1.7394 9.1229  -0.0154
C: -4.1783 -0.7129 8.0104  -0.5549
O: -5.0435 0.1412 7.9408  0.0353
N: -3.1826 -0.7818 7.0862  0.0109
C: -2.0824 -1.7206 7.0178  -0.0787
H: -5.0157 -1.5441 9.7650  0.0803
H: -4.2369 -2.7527 8.7259  0.0813
H: -3.2470 -1.6693 9.7115  0.0814
H: -3.2397 -0.0737 6.3698  0.1232
H: -1.1271 -1.1956 7.0730  0.0853
H: -2.1126 -2.2837 6.0829  0.0775
H: -2.1364 -2.4233 7.8434  0.0691
C: 4.2443 -7.6848 6.3691  -0.0147
C: 4.5437 -7.9424 4.9081  -0.5573
O: 5.5010 -8.6114 4.5591  0.0290
N: 3.7003 -7.3952 3.9941  0.0125
C: 2.5232 -6.5789 4.2248  -0.0663
H: 5.0062 -8.1868 6.9570  0.0802
H: 4.2636 -6.6173 6.5925  0.0812
H: 3.2633 -8.0740 6.6448  0.0813
H: 3.9539 -7.5991 3.0402  0.1399
H: 1.6379 -7.0675 3.8136  0.0801
H: 2.6332 -5.6082 3.7456  0.0701
H: 2.3722 -6.4372 5.2907  0.0782
C: 1.8418 2.8822 -10.5429  -0.0015
C: 2.6505 1.6229 -10.3306  -0.5375
O: 2.7716 1.1116 -9.2282  0.0235
N: 3.2435 1.0693 -11.4185  0.0089
C: 3.2120 1.5283 -12.7908  -0.0767
H: 1.4294 3.1841 -9.5850  0.0673
H: 2.4615 3.6877 -10.9381  0.0872
H: 1.0205 2.7093 -11.2392  0.0866
H: 3.7652 0.2323 -11.2095  0.1409
H: 2.7693 0.7753 -13.4447  0.0843
H: 4.2173 1.7508 -13.1518  0.0843
H: 2.6180 2.4334 -12.8684  0.0704